Molecular formula: C15H12Br2Cl2IN2PtS
Method: DFT, the ωB97M-V functional and the def2-TZVPD basis

Cartesian coordinates (Å):
Pt1 0.491 -1.363 1.197
Br1 -1.375 -0.678 3.921
C1 1.777 -0.930 2.676
Br2 3.695 -0.741 2.133
H1 1.825 -1.693 3.446
H2 1.541 0.032 3.122
I1 -0.206 -4.800 0.754
C2 0.973 -3.259 1.674
H3 1.991 -3.483 1.364
H4 0.860 -3.430 2.740
S1 -2.860 1.859 1.471
C3 -3.206 0.433 0.562
N1 -0.825 -1.926 -0.352
C4 -0.500 0.916 0.514
C5 0.853 0.910 0.178
C6 1.662 1.739 0.964
C7 1.114 2.460 2.010
C8 -0.253 2.454 2.273
C9 -1.105 1.706 1.479
H5 -3.053 -0.484 1.142
H6 1.249 0.436 -0.711
H7 2.720 1.779 0.764
H8 1.762 3.062 2.635
H9 -0.664 3.030 3.092
Cl1 -1.231 -2.415 -5.082
C10 -0.599 -1.275 -3.910
C11 -0.059 -0.064 -4.371
C12 -0.115 1.154 -3.740
C13 -1.025 1.735 -2.769
C14 -1.932 1.399 -1.819
Cl2 -1.862 0.267 -0.549
C15 -0.690 -1.517 -2.613
N2 -0.524 -1.938 -1.482
H10 0.365 -0.090 -5.371
H11 0.390 1.935 -4.301
H12 -1.184 2.779 -3.044

Atoms 1-3, force components in eV/Å:
-0.32 0.52 0.16
0.00 0.01 -0.16
0.16 -0.07 0.09

The gap between HOMO and LUMO (spin up / spin down) comes out at 4.69 / 4.69 eV. The energy relative to the best compared isomer or geometry (same formula, charge and spin) is 5.471 eV. The total charge is -1.

Molecular formula: C15H12Cl2CuO3S
Method: DFT, the ωB97M-V functional and the def2-TZVPD basis

Cartesian coordinates (Å):
Cu1 -1.826 0.890 0.360
Cl1 -3.111 0.615 -1.797
C1 -3.236 -1.117 -1.779
C2 -3.501 -1.746 -2.979
C3 -3.613 -3.124 -3.037
C4 -3.432 -3.867 -1.880
C5 -3.157 -3.226 -0.694
Cl2 -2.912 -4.197 0.707
C6 -3.054 -1.825 -0.575
S1 -2.757 -1.103 0.957
H1 -3.617 -1.152 -3.873
H2 -3.833 -3.618 -3.970
H3 -3.496 -4.944 -1.900
C7 4.547 0.135 -1.659
O1 4.537 0.514 -0.308
C8 3.331 0.901 0.237
C9 3.380 1.331 1.576
C10 2.239 1.768 2.192
C11 0.988 1.812 1.549
C12 -0.223 2.180 2.219
C13 -0.278 2.395 3.724
O2 -1.330 2.299 1.639
C14 0.932 1.370 0.174
O3 -0.118 1.366 -0.546
C15 2.136 0.906 -0.427
H4 5.595 -0.031 -1.915
H5 4.135 0.923 -2.301
H6 3.977 -0.787 -1.825
H7 4.329 1.301 2.088
H8 2.324 2.116 3.211
H9 0.689 2.420 4.209
H10 -0.872 1.589 4.157
H11 -0.807 3.329 3.916
H12 2.036 0.579 -1.451

Atoms 1-3, force components in eV/Å:
-0.72 -1.05 0.00
-0.17 0.13 -0.28
0.06 -0.36 0.11

The gap between HOMO and LUMO comes out at 6.78 eV. The total charge is -1.

Molecular formula: C15H12CoI2N2O10SYb
Method: DFT, the ωB97M-V functional and the def2-TZVPD basis

Cartesian coordinates (Å):
I1 -1.601 2.335 3.621
I2 -2.134 -3.093 -1.728
Co1 -1.985 -0.729 -1.317
Yb1 -0.441 0.735 1.330
S1 -2.970 -0.277 0.534
C1 -1.273 2.970 0.519
C2 1.255 2.572 0.523
C3 -4.583 0.599 0.342
C4 -5.634 -0.488 0.119
C5 -4.556 1.562 -0.835
C6 -4.846 1.345 1.645
C7 -0.458 -0.742 -2.180
C8 -2.508 0.146 -2.734
O1 2.209 3.121 0.201
O2 -1.684 3.949 0.079
O3 0.428 -0.753 -2.931
O4 -2.681 0.712 -3.738
H1 -6.620 -0.031 -0.023
H2 -5.676 -1.166 0.978
H3 -5.402 -1.087 -0.769
H4 -5.452 2.198 -0.783
H5 -4.576 1.026 -1.791
H6 -3.671 2.209 -0.809
H7 -5.805 1.875 1.584
H8 -4.054 2.074 1.859
H9 -4.877 0.651 2.491
O5 1.643 0.285 2.090
C9 1.780 -0.475 1.072
O6 0.788 -0.830 0.336
C10 3.160 -0.894 0.639
C11 3.449 -0.906 -0.724
C12 4.752 -1.245 -1.148
C13 5.728 -1.608 -0.217
C14 5.404 -1.624 1.146
C15 4.113 -1.269 1.589
N1 6.411 -1.930 2.124
O7 7.567 -2.177 1.722
O8 6.097 -1.920 3.331
N2 5.064 -1.139 -2.548
O9 4.187 -0.690 -3.315
O10 6.191 -1.503 -2.943
H10 2.670 -0.665 -1.445
H11 6.736 -1.841 -0.542
H12 3.855 -1.281 2.646

Atoms 1-3, force components in eV/Å:
-0.06 0.01 0.59
-0.26 -1.15 0.14
0.40 -1.09 2.18

The gap between HOMO and LUMO (spin up / spin down) comes out at 5.80 / 4.66 eV. As for the spin multiplicity: 6. The energy relative to the best compared isomer or geometry (same formula, charge and spin) is 0.000 eV. The total charge is +4.

Molecular formula: C15H12F4N2OS
Method: DFT, the ωB97M-V functional and the def2-TZVPD basis

Cartesian coordinates (Å):
O1 -0.760 0.905 -1.324
C1 -0.410 1.628 -0.421
C2 1.027 2.006 -0.140
S1 1.546 1.562 1.548
C3 1.686 -0.259 1.364
C4 2.713 -0.615 0.344
C5 4.066 -0.531 0.652
C6 5.020 -0.825 -0.305
C7 4.632 -1.198 -1.581
C8 3.287 -1.277 -1.897
C9 2.330 -0.984 -0.941
N1 -1.298 2.227 0.423
N2 -2.668 2.027 0.289
C10 -3.181 0.744 0.290
C11 -4.338 0.456 -0.446
F1 -4.876 1.444 -1.188
C12 -4.922 -0.798 -0.419
F2 -6.028 -1.032 -1.135
C13 -4.372 -1.822 0.334
C14 -3.234 -1.552 1.071
F3 -2.687 -2.521 1.814
C15 -2.653 -0.293 1.066
F4 -1.563 -0.066 1.824
H1 1.147 3.086 -0.213
H2 1.685 1.509 -0.853
H3 0.700 -0.638 1.103
H4 1.959 -0.603 2.360
H5 4.366 -0.231 1.646
H6 6.069 -0.761 -0.055
H7 5.378 -1.426 -2.328
H8 2.979 -1.563 -2.892
H9 1.280 -1.044 -1.193
H10 -0.978 2.633 1.293
H11 -3.082 2.613 -0.433
H12 -4.820 -2.801 0.346

Atoms 1-3, force components in eV/Å:
-0.01 -0.19 -0.26
0.11 0.21 0.03
0.28 -0.30 0.40

As for the SMILES: O=C(CSCc1ccccc1)NNc1c(F)c(F)cc(F)c1F. The gap between HOMO and LUMO comes out at 9.25 eV. The total charge is 0.

no.,DFT total energy (a.u.),strongest force on any atom (eV Å⁻¹)
1,-7571.48116,2.402
2,-3763.67071,1.508
3,-4973.82974,7.966
4,-1561.18100,0.918